96
Properties=species:S:1:pos:R:3 method="wB97M-V/def2-TZVPD" lumo_ev="-6.24 / -6.44" e_above_lowest_kj_mol=1.5 total_charge=+2 spin_multiplicity=2
C -2.169 2.494 0.865
H 0.432 -2.751 2.185
H 2.733 -3.010 1.690
H -1.743 1.573 7.055
C -4.089 3.914 0.853
C -1.112 2.520 5.238
C 4.608 3.432 1.016
H 1.404 -6.434 1.075
C 0.916 -2.494 4.319
H 3.099 -3.860 3.826
S 4.178 2.083 -0.104
C 1.506 -5.348 1.077
C -1.615 3.185 -0.200
C -3.404 2.841 1.398
O 3.610 0.993 0.784
C 3.003 -2.215 2.387
H 3.613 -3.058 -0.325
H 5.702 -0.799 -3.275
C 6.780 2.437 0.673
C 3.225 -2.776 3.815
C 3.621 -2.253 -1.049
Pd 1.568 -0.290 0.434
H -2.427 -0.657 3.463
H 0.633 2.028 1.439
H -0.658 0.554 -1.249
C -1.494 1.266 3.240
C 4.777 -2.003 -1.763
H -0.759 3.412 5.737
C 0.663 -1.949 2.890
C -1.407 -5.008 -0.241
C -3.543 4.624 -0.209
C -0.722 -1.503 -1.884
H 3.464 -0.518 5.102
H -3.825 2.292 2.231
H 1.356 -4.446 -2.887
S -1.338 1.035 1.481
H -1.899 -4.248 0.365
C 2.460 -1.496 -1.281
H 3.876 -1.691 1.995
H -4.082 5.463 -0.629
H -1.528 -5.971 0.256
H 1.593 0.066 -2.499
H -2.426 1.287 -2.790
H 7.241 3.281 0.158
H -3.475 -0.327 -4.340
H 7.586 1.825 1.075
C 5.844 2.954 1.763
C 1.252 -5.249 -2.159
H 2.571 -5.122 1.018
C -2.115 0.250 -2.785
N 2.274 -2.188 4.750
C -2.311 4.263 -0.732
H 1.759 -0.310 5.482
H 1.355 0.530 3.346
H 6.291 3.757 2.347
H 3.678 0.553 -3.716
H 4.235 -2.561 4.164
H 2.234 -5.691 -1.998
C 2.496 -0.488 -2.263
H 4.822 4.300 0.387
H 6.204 1.804 -1.364
N 1.877 -1.256 2.397
H 0.219 -2.048 5.029
C -2.706 -0.657 -3.655
C -2.058 0.228 3.969
H 3.069 0.369 2.944
C -2.308 -1.986 -3.648
C -1.671 1.483 5.980
C -2.149 0.344 5.351
H -0.157 -1.232 2.865
C 4.796 -0.985 -2.713
Ge 0.693 -2.194 -0.755
H -1.912 -5.056 -1.203
C 2.202 -0.155 3.349
C 3.662 -0.223 -2.963
H -0.619 3.235 3.276
H -2.599 -0.452 5.930
H -0.657 2.891 -0.606
N 0.206 1.185 1.060
H 0.597 -6.009 -2.584
H 5.661 -2.604 -1.597
H -1.886 4.819 -1.557
C 5.932 1.634 -0.323
H 3.733 3.647 1.628
H 1.114 -4.983 2.025
C -1.327 -2.408 -2.762
H 5.568 2.151 2.449
C -1.027 2.419 3.861
C 2.453 -0.741 4.760
H -5.049 4.199 1.261
H -2.765 -2.695 -4.325
H 5.938 0.560 -0.135
H -1.039 -3.453 -2.771
H 0.772 -3.575 4.355
C -1.124 -0.168 -1.913
Ge 0.501 -4.647 -0.445


20
Properties=species:S:1:pos:R:3 method="wB97M-V/def2-TZVPD" smiles=CO[C@](C)(N)N(N)N lumo_ev=0.98 e_above_lowest_kj_mol=312.7 total_charge=0
H 1.262 1.029 -1.946
H -1.851 0.082 1.407
N -0.461 0.876 0.212
N -1.468 0.917 -0.781
H -1.047 0.942 -1.713
N -1.065 0.725 1.492
H -1.990 1.790 -0.699
H 0.791 0.078 1.898
N 1.472 -0.193 1.185
H -0.413 -2.985 -0.519
C -0.633 -1.949 -0.248
H 2.642 0.313 -1.135
H -1.547 -1.674 -0.779
H -1.479 1.608 1.793
H -0.756 -1.905 0.835
H 1.958 1.831 -0.517
O 0.528 -1.186 -0.725
C 0.769 0.042 -0.063
H 1.579 -1.197 1.262
C 1.707 0.859 -0.959


91
Properties=species:S:1:pos:R:3 method="wB97M-V/def2-TZVPD" lumo_ev=-4.31 total_charge=+1
H 0.849 1.712 -3.300
O -1.777 4.342 1.108
H 1.324 0.792 -0.608
H 2.541 -2.465 1.940
H 0.614 1.731 3.230
C -5.172 3.043 0.068
C -3.528 4.823 -3.355
C 2.774 -7.347 0.578
H -1.001 -3.998 4.349
H -4.877 2.608 2.245
H 1.573 -3.917 2.262
C 2.881 2.006 0.176
H 0.288 2.565 -5.942
H -5.155 3.316 -0.989
H -0.887 2.369 -4.613
H -1.667 -4.436 5.933
C 4.506 -6.406 1.967
H -0.539 -3.968 -0.223
C -0.902 4.121 0.097
H -3.167 2.166 0.139
H -2.461 5.064 -3.329
H -0.164 3.917 -4.945
N 0.301 -5.050 5.606
H -1.546 5.780 -0.886
H 5.827 -7.713 -0.101
C -0.772 -4.097 5.408
H -0.476 -3.122 5.801
Cl 2.576 1.893 -4.941
C 2.114 -3.364 1.496
C 0.761 -5.330 6.957
H -4.058 5.422 -2.615
H 2.555 1.858 1.211
N -0.902 4.999 -0.884
H 2.916 -3.986 1.109
H -3.388 4.799 -0.238
C 5.025 -8.273 0.383
H 3.943 -6.564 2.889
O -2.620 3.635 -5.661
H -5.772 2.154 0.264
H 0.192 -4.742 7.672
N -4.055 5.097 -4.675
C 0.890 -5.689 4.576
H 2.356 1.612 -1.862
O 0.388 2.491 2.679
C -3.166 4.304 0.717
C 0.839 2.848 -0.848
C 4.173 2.427 -0.057
H 5.448 -8.896 1.173
O -3.951 2.463 2.031
N 1.212 -3.021 0.411
H -3.708 4.864 1.479
C 0.041 2.844 -4.921
H 1.820 -5.085 7.042
H 2.546 -8.107 -0.187
H 4.911 1.710 -0.430
C -5.135 6.057 -4.822
N -0.854 0.750 1.541
C -3.770 2.898 0.683
H 4.325 -5.388 1.624
H 0.636 -6.391 7.174
C 1.843 1.715 -0.913
C -0.073 3.017 0.229
H 1.384 4.609 -3.786
H -3.646 3.762 -3.122
C 1.210 2.496 -3.963
N -0.082 4.885 -1.912
H 5.567 -6.540 2.158
H -6.003 5.726 -4.249
O 1.793 -6.495 4.678
H 0.470 -5.407 3.594
C 1.583 3.766 -3.129
Cl 3.323 3.913 -2.729
H -3.989 4.722 -6.689
H -5.685 3.861 0.594
H 4.531 3.440 0.133
C 0.541 -4.096 -0.312
C -3.522 4.447 -5.730
H 0.811 -4.043 -1.367
H -5.418 6.151 -5.868
C 0.980 -1.760 0.056
O 0.232 -1.404 -0.848
H 0.832 -5.062 0.094
N 4.061 -7.350 0.953
H -0.347 0.192 0.858
B -0.185 2.070 1.536
O 1.914 -6.600 1.018
H 1.536 -1.019 0.663
C 0.712 3.859 -1.883
H -4.813 7.033 -4.454
H -1.786 0.903 1.159
H 4.546 -8.915 -0.355


30
Properties=species:S:1:pos:R:3 method="wB97M-V/def2-TZVPD" lumo_ev="-2.82 / -6.82" total_charge=+1 spin_multiplicity=3
H 4.805 2.868 -0.601
C -2.183 -1.151 0.070
C -2.474 1.278 -0.134
C 1.124 0.512 0.406
H 1.417 2.190 -0.716
C -4.959 -1.440 -0.415
H 2.713 -3.452 0.434
C 3.053 -1.086 0.218
H 3.095 3.290 -1.276
C 3.156 1.688 -0.039
H 3.881 -1.151 0.971
C -0.306 0.378 0.283
H 3.681 1.157 0.749
H 3.094 -0.412 -0.536
C -0.868 -0.897 0.365
C 3.736 2.599 -0.817
H 1.422 -1.076 1.587
C -3.108 -0.085 -0.202
N 1.840 1.466 -0.177
H -2.483 -2.153 0.097
H -5.045 -1.650 0.722
N 1.853 -0.525 0.920
H -4.468 -2.270 -0.828
C -1.156 1.451 0.123
H -0.812 2.464 0.113
H -3.112 2.042 -0.068
H -5.976 -1.490 -0.609
O -4.325 -0.142 -0.581
H -0.380 -1.770 0.569
S 2.789 -2.636 -0.626


36
Properties=species:S:1:pos:R:3 method="wB97M-V/def2-TZVPD" lumo_ev="-8.93 / -8.84" e_above_lowest_kj_mol=312.8 total_charge=+2 spin_multiplicity=5
C 3.371 4.876 -2.170
H -3.891 1.655 0.661
H -0.983 2.124 -2.079
I 2.431 2.918 -2.631
H -3.217 -1.171 -0.974
H -2.581 2.729 -1.524
O -0.465 -0.345 3.183
H 4.707 4.850 -3.811
C -2.909 -0.240 -1.466
H 0.252 -4.570 3.926
C -0.082 -3.462 1.103
C -2.993 1.161 1.042
C 0.472 -4.806 2.874
H -2.479 1.827 1.746
H 0.584 -5.892 2.733
H -3.792 0.331 -1.763
H -1.581 -4.639 2.083
Ho 0.213 -0.369 0.141
H 2.517 -4.748 2.065
H 4.408 6.485 -3.115
C -1.621 2.309 -1.206
C 1.735 -4.047 2.383
C 3.956 5.519 -3.383
C -0.243 -0.335 2.109
H -3.277 0.250 1.584
H -1.108 3.020 -0.548
N -0.582 -4.317 2.007
O 3.365 5.303 -1.026
Cl 0.621 -0.331 -2.132
N 1.253 -3.272 1.254
P -1.906 0.754 -0.330
H -2.310 -0.496 -2.347
H 1.871 -2.643 0.680
H 3.167 5.657 -4.127
S -1.011 -2.720 -0.097
H 2.109 -3.362 3.156


52
Properties=species:S:1:pos:R:3 method="wB97M-V/def2-TZVPD" lumo_ev=-3.06 total_charge=+1
C -0.156 3.869 -2.040
C -3.405 1.365 2.505
H -0.300 4.559 -0.012
O -0.611 2.137 -0.480
C -0.324 0.178 -2.077
C -0.195 1.534 -2.720
H 2.148 -2.325 5.035
H 0.682 5.096 -7.101
C 1.700 -2.077 4.084
H 1.034 6.816 -5.250
C 0.011 4.213 -3.402
H -3.029 2.218 3.064
H -0.672 -3.040 1.880
H -0.563 -3.743 5.030
H 1.826 4.606 -5.852
C 0.010 6.160 -1.408
H -3.867 0.656 3.190
C -2.282 0.671 1.790
C -0.341 2.492 -1.669
C -1.521 3.727 -6.181
H -2.026 4.447 -5.544
C 2.144 -0.962 3.390
O -1.076 0.964 2.029
C -0.164 4.851 -1.041
C 0.198 6.521 -2.742
C 0.777 4.830 -6.048
H -0.638 6.368 -5.525
O 0.672 -0.276 -1.456
N 0.524 -1.379 1.668
C 0.674 -2.860 3.558
N 0.013 3.226 -4.359
F 0.003 7.118 -0.479
C 0.124 -2.462 2.341
H 0.344 7.564 -2.977
H -1.591 4.061 -7.213
C 0.325 5.991 -5.174
C 0.156 -4.057 4.274
H 0.961 -4.586 4.778
C 0.184 5.573 -3.743
Lu -0.634 0.085 0.164
Br 2.021 0.879 1.153
C -0.054 3.578 -5.778
O -2.520 -0.239 0.949
H 0.379 2.743 -6.338
C -0.048 1.932 -4.014
H 0.015 1.213 -4.818
O -1.470 -0.247 -1.827
H -2.038 2.774 -6.090
C 1.518 -0.662 2.195
H 2.939 -0.337 3.760
H -4.159 1.679 1.787
H -0.355 -4.735 3.595


34
Properties=species:S:1:pos:R:3 method="wB97M-V/def2-TZVPD" lumo_ev=-4.60 total_charge=+1
C 0.430 2.360 0.790
H 2.100 -0.692 -0.686
C -1.440 0.254 3.263
Se -1.873 -2.990 1.690
C 1.569 3.243 0.397
C 0.380 1.577 1.981
H 2.517 2.708 0.337
C -1.284 3.117 -1.031
H -0.724 -0.504 3.578
H -2.008 2.562 -1.626
H -1.615 0.920 4.111
H 1.690 4.023 1.152
Se -2.244 -4.901 -1.657
Se -1.460 -0.908 -1.393
Tc -0.091 0.214 0.177
H -3.542 0.435 1.227
C -0.928 1.042 2.102
C 1.461 1.481 3.005
C -0.862 2.342 0.177
H -1.751 4.058 -0.734
H -3.480 1.447 -0.217
Sb -2.843 -5.131 0.555
H -3.689 2.188 1.369
H 1.357 2.304 3.716
H -0.435 3.346 -1.672
Se -0.350 -2.353 0.052
H 1.395 3.726 -0.561
C 1.739 0.087 -0.009
C -3.185 1.383 0.827
H 1.406 0.548 3.564
H -2.379 -0.242 3.029
H 2.452 1.556 2.559
C -1.709 1.547 1.001
H 2.536 0.703 0.397


27
Properties=species:S:1:pos:R:3 method="wB97M-V/def2-TZVPD" lumo_ev="-4.32 / -4.39" e_above_lowest_kj_mol=432.0 total_charge=+1
H 1.940 -1.372 -2.449
H 3.501 -1.054 -1.647
H -0.617 -1.546 1.025
C -0.109 2.340 -0.492
H -1.975 1.067 1.790
H -2.458 -0.512 2.723
N -0.916 1.368 -0.514
C -1.710 0.024 1.989
N 2.032 -1.239 -0.315
H -0.768 -0.417 -1.327
H -0.827 0.149 2.596
H 1.644 2.531 0.776
H -3.192 -2.083 0.978
C 1.516 -0.143 0.193
C -2.535 -1.636 0.200
N 2.257 0.671 -1.657
C 2.423 -0.871 -1.672
C -0.779 0.062 -0.366
N 1.864 0.928 -0.536
H -2.101 -2.559 -0.261
H 1.462 -2.068 -0.203
H -3.179 -1.228 -0.597
C -1.408 -0.808 0.705
H 1.212 -0.088 1.150
H 1.795 2.901 -1.091
H -0.468 3.350 -0.751
C 1.398 2.233 -0.247


8
Properties=species:S:1:pos:R:3 method="wB97M-V/def2-TZVPD" smiles=OC1NN1 lumo_ev=1.06 e_above_lowest_kj_mol=342.1 total_charge=0
H 0.487 0.233 -1.514
H 1.350 -0.269 1.012
N -0.756 -0.721 0.131
O 1.544 -0.051 0.103
H -0.739 1.152 1.116
C 0.321 0.052 -0.403
N -0.773 0.752 0.212
H -1.433 -1.148 -0.658


58
Properties=species:S:1:pos:R:3 method="wB97M-V/def2-TZVPD" lumo_ev="-2.63 / -5.87" total_charge=+1 spin_multiplicity=5
C 3.005 1.187 -1.699
H -3.498 2.013 -2.955
C 1.594 -2.631 -4.391
C 1.613 -1.713 -3.350
C 0.048 3.113 0.636
C 1.789 -0.240 1.386
N -0.313 2.014 -0.069
H 0.313 0.333 2.951
C 1.798 -1.318 0.472
H 0.408 0.985 -4.976
C -1.227 2.296 -1.055
H 1.935 -3.645 -4.225
Si 1.173 0.825 -2.067
H 0.343 -2.967 0.139
H 4.944 2.671 0.682
N 0.892 3.136 1.766
C 1.187 -0.393 -3.527
H 1.927 4.667 -5.909
H 1.291 2.280 2.158
C 3.368 1.904 -0.553
H -3.219 -3.065 -1.326
H 3.211 3.832 -5.015
H 6.746 1.721 -0.728
C 0.699 -0.947 -5.844
H 1.103 -2.966 -6.455
H 1.950 -2.032 -2.372
H 1.108 4.033 2.224
H 1.809 4.488 -4.148
H 0.340 -0.640 -6.819
Rh 0.000 0.000 0.000
C 0.613 -0.342 2.166
H -1.045 -1.826 2.133
C 5.374 0.854 -2.135
C -2.529 -1.065 -1.469
C -1.530 3.642 -1.219
C 4.696 2.103 -0.207
H 2.567 -1.507 -0.256
H 3.803 0.117 -3.381
N -2.498 -2.399 -1.015
N -1.632 -0.111 -1.149
C 5.708 1.574 -0.998
H 0.689 2.096 -2.736
C -1.941 1.116 -1.664
H -1.790 -2.712 -0.345
C 0.629 -2.082 0.683
C 2.142 4.015 -5.068
S -0.659 4.488 -0.041
H 2.539 0.530 1.449
H 2.595 2.311 0.087
C -3.051 1.140 -2.500
H 1.619 3.071 -5.199
C -0.106 -1.479 1.734
C 4.040 0.669 -2.480
C 0.737 -0.032 -4.800
H -2.257 4.061 -1.902
C 1.128 -2.251 -5.643
H 6.154 0.441 -2.763
S -3.679 -0.435 -2.531


48
Properties=species:S:1:pos:R:3 method="wB97M-V/def2-TZVPD" lumo_ev=-4.11 total_charge=0
H 2.431 0.284 0.005
Cl 2.809 -5.361 -2.415
C -1.576 -2.761 -1.097
O -1.480 -4.109 -1.048
H 0.780 5.257 0.705
C -1.248 1.342 -0.324
C -0.234 -4.459 -1.668
Br 1.920 -7.244 -3.817
H -0.173 3.272 -0.129
H -1.205 2.314 3.855
H -1.145 1.164 -2.812
H 1.652 3.978 1.864
Cl -3.894 3.055 -2.106
H 0.455 0.075 2.442
O -1.506 4.987 2.642
Cl 3.415 4.504 1.735
C 0.816 4.849 1.833
Mg 1.346 -1.591 1.879
H 0.567 2.381 3.253
C 0.579 -3.222 -1.441
H -1.335 0.302 0.143
C -0.575 0.459 2.796
H -2.270 1.875 -0.399
C -0.312 2.348 0.550
H 0.742 1.928 0.712
H 1.549 -0.125 -3.029
Na -2.751 0.691 -3.853
H 1.055 -3.187 -0.457
H 1.340 -3.076 -2.207
O -0.412 -2.197 -1.499
C -0.495 2.043 2.987
H -0.730 0.006 3.847
H -1.447 0.097 2.165
B -0.568 1.105 -1.785
H -0.291 -6.560 -1.211
P 1.333 0.627 -1.818
H 2.156 1.816 -1.908
C 0.359 -5.697 -1.037
H 0.443 -5.584 0.049
Mg -1.937 -2.261 1.149
O -2.579 -2.133 -0.809
C -0.653 4.226 2.108
Cl 0.371 6.837 0.525
H -0.422 -4.629 -2.734
N 1.679 -0.238 -0.491
N -0.985 2.803 1.796
H 1.364 -5.917 -1.454
H 1.064 5.722 2.509